ORCA calculation (ωB97M-V with the def2-TZVPD basis set) on 3 unconnected molecules or ions with the total composition C29H57F5IN4O6P.

**E_tot**: -2947.81653 a.u.
**HOMO-LUMO gap (alpha / beta)**: 0.3250 / 0.3294 Ha
**Net charge**: 0
**Expectation value of S²**: 2.009
**2S+1**: 3

Cartesian coordinates (Å):
C -0.62 -5.58 -1.10
H 9.03 -0.06 3.54
H 4.22 0.43 6.47
H 8.09 2.24 3.55
H 6.37 -1.61 6.50
F -4.04 -1.19 -2.98
C -1.55 -4.97 -2.25
C -5.43 2.31 -3.49
N 2.87 -1.79 -2.99
H -4.32 -3.67 -2.27
H -4.00 3.51 -1.52
O 0.78 -5.56 -1.39
H 5.91 0.87 6.40
H 3.85 -1.71 6.04
C -7.96 4.37 -1.37
H -1.05 -4.99 -3.28
H 6.45 -2.47 4.97
O 3.06 -2.92 -0.23
C 7.13 1.80 3.85
O -6.19 4.75 -4.48
C 7.14 0.70 1.69
C -6.36 7.24 -3.43
F -6.04 -1.81 -1.96
H 8.07 -0.03 5.80
H -5.26 7.46 -1.28
H -5.36 3.98 -0.49
H -8.44 5.77 -2.91
P 1.74 -0.82 0.81
H 8.64 -1.64 5.42
H 2.53 0.34 -0.94
H 6.34 2.50 3.56
O 0.27 -0.73 -0.06
H -7.51 4.37 -0.37
H 2.11 -1.70 -2.30
H 3.74 -1.77 -2.43
H 1.50 -3.36 1.13
H 3.75 -3.79 -3.33
C 2.72 -4.22 -0.77
H -0.91 -6.69 -1.03
O 2.94 -0.04 -0.13
C 5.33 -0.61 4.87
H -1.36 -2.84 -1.38
C -6.30 5.98 -2.54
C 2.80 -3.18 -3.54
F -4.87 0.05 -1.27
H 0.50 -0.54 -0.99
H 4.76 1.49 5.21
N 1.58 -0.09 2.21
C -5.05 3.32 -1.31
H -9.03 4.20 -1.22
F -4.86 -2.39 0.41
I -1.11 -4.80 0.91
H 6.36 1.37 1.31
H -5.78 6.05 -0.39
C 6.49 -1.47 5.42
C 1.50 -3.99 -3.14
H 1.44 -5.02 -3.62
C -4.00 -2.15 -0.70
H 3.57 -4.65 -1.38
H 3.00 -2.65 1.92
H 8.05 -1.45 3.09
C -7.75 5.72 -2.05
C -4.77 -1.24 -1.80
H -5.50 1.35 -2.96
H -2.47 -5.64 -2.36
H -4.38 2.44 -3.77
H 4.14 -2.44 4.48
H -5.13 2.31 -0.91
C 7.88 -0.90 5.15
C -5.92 3.47 -2.59
H -8.00 3.13 -3.13
C 4.05 -1.48 4.99
O 5.34 -1.13 2.63
C 8.05 -0.53 3.68
C 6.93 0.42 3.19
H -2.11 -2.97 -3.02
C -3.56 -3.48 -1.44
H 3.18 -0.95 4.59
H -3.70 -4.35 -0.71
N -5.70 4.80 -3.22
H 1.80 -0.77 2.96
H -7.06 7.15 -4.26
H 7.14 -0.21 1.08
H -4.38 5.98 -1.46
H -5.37 7.48 -3.84
H -6.69 8.11 -2.84
C -7.39 3.24 -2.22
F -2.95 -1.36 -0.22
H 8.10 1.19 1.52
C 1.30 -4.22 -1.56
H 2.78 -3.07 -4.68
C 2.35 -2.63 0.99
H 0.56 -3.43 -3.49
H -8.06 6.51 -1.37
C -5.39 6.38 -1.35
H 0.69 -3.40 -1.08
C 5.05 0.61 5.78
H 7.16 1.77 4.94
H 2.57 -4.93 0.12
N 5.57 -0.12 3.48
H -7.50 2.29 -1.67
C -2.06 -3.47 -1.99
H -6.02 2.20 -4.40

Atom charges from the Mulliken analysis, given in e for atoms 1 to 8:
1. C -0.50
2. H 0.39
3. H 0.50
4. H 0.43
5. H 0.34
6. F -0.24
7. C -0.58
8. C -1.62



ORCA calculation (ωB97M-V with the def2-TZVPD basis set) on 5 unconnected molecules or ions with the total composition C64H144F2NO4P4S2.

**E_tot**: -5241.42460 a.u.
**HOMO-LUMO gap**: 0.3738 Ha
**Net charge**: +3
**2S+1**: 1
**Energy above the lowest of the compared OMol25 structures with the same formula, charge and spin**: 20.3 kcal per mole

Cartesian coordinates (Å):
C -3.48 6.97 -8.76
C -1.09 6.19 -2.58
H 9.30 5.81 7.41
C -3.12 -5.80 -0.27
H -1.53 -6.33 4.56
S -0.61 -0.96 1.89
H 12.71 -0.19 3.93
H -0.40 4.36 1.21
H -3.32 -5.68 1.84
H -4.76 -4.37 -0.33
C -2.63 -5.26 1.09
H -6.33 0.17 3.92
O 0.70 -0.42 1.62
C 12.47 0.45 4.79
C -3.80 5.65 -8.11
H -6.83 -0.29 -2.56
H -4.77 5.58 -7.61
C -0.72 -0.70 -4.45
H 10.40 4.38 7.47
H 6.97 2.70 4.71
C 7.76 2.20 5.28
C -1.45 -5.28 4.29
H 9.95 -0.05 5.57
H 9.37 2.77 2.93
H 2.95 -0.18 4.95
H 2.25 2.01 -8.01
H -2.96 -6.88 -0.32
H -5.15 3.55 1.04
H 6.83 3.22 2.53
H -6.67 -0.23 0.91
H 2.06 4.31 -9.94
F -0.42 -1.51 3.40
H 8.44 4.25 0.83
C -1.98 -4.35 6.64
H -0.69 1.97 -7.35
C 1.85 -6.97 -2.94
H -8.79 1.01 0.29
C 7.44 2.60 1.87
H 6.91 3.57 0.13
C -0.48 -5.13 3.12
H 14.65 0.89 5.01
H 8.37 1.52 -0.49
H -1.51 -3.87 7.49
H -3.82 4.92 -8.93
H -10.50 1.42 -1.94
H -2.41 7.13 -8.92
H -1.89 -9.34 4.95
H 4.77 -1.72 3.89
C -1.03 3.50 0.98
H 10.25 -0.64 3.97
H -0.03 4.16 -3.90
H 1.41 -5.02 -2.40
P -0.96 -5.89 1.52
H -0.64 5.55 -1.81
H 1.28 -5.67 0.87
H 7.27 1.60 6.05
P -1.48 3.24 -5.57
C -4.86 -1.00 2.90
H 2.56 -7.73 -2.62
H 0.49 1.05 -4.17
H -6.55 1.17 1.98
H -0.54 -6.05 -1.57
H 9.10 1.29 1.90
H -4.35 0.08 -4.10
H -2.67 -4.19 1.26
C -1.80 5.25 -3.58
H 13.62 1.75 6.08
C -4.66 -0.97 -4.16
H -9.63 2.92 -1.93
H 2.98 4.63 -8.50
C -6.02 0.59 1.21
C -10.83 2.52 -0.12
C 1.59 -5.93 -1.82
H -3.77 -1.50 -4.50
N -0.94 -2.36 1.24
C -5.93 -0.55 -2.00
H -3.98 -1.06 3.53
H 2.50 -5.76 -1.25
C 0.35 -6.25 -0.98
H -2.64 5.98 -6.35
H -10.84 1.78 0.68
H -10.53 3.45 0.37
C -2.24 2.04 -4.42
H 0.27 -4.40 0.13
H -2.07 1.06 -2.49
H -2.42 -4.88 3.96
H -2.59 5.85 -4.04
C -1.43 -9.91 4.15
H -7.05 -1.36 3.37
H -1.15 -0.31 -5.37
H -2.69 -7.56 3.26
C -5.10 -1.54 -2.80
H -7.64 3.25 -0.23
H 3.42 3.29 -9.49
P 8.35 0.96 4.06
O 0.25 -2.23 -1.20
H -6.47 -6.49 -0.40
H -5.40 -0.86 -4.95
H -2.60 1.21 -5.04
H -4.76 -5.61 -1.58
C 3.17 -0.21 3.89
H -4.16 -1.70 -2.26
H 0.97 -7.47 -3.36
H 4.68 -0.76 2.43
O -1.52 -0.68 -0.74
O -1.71 -0.04 2.06
H -4.08 0.82 2.20
C -0.29 0.51 -3.63
H 12.38 -0.20 5.66
H 8.71 2.93 -1.40
C -5.60 -6.30 0.24
H -2.33 -5.35 6.91
C -0.81 4.60 -4.53
C 13.66 1.35 5.06
C 0.78 3.56 -7.27
H -1.48 8.01 -1.54
H 13.69 2.22 4.40
H 2.42 -0.89 3.47
C 8.74 3.26 5.80
H -4.02 7.23 -9.66
H -5.95 -1.19 4.78
C -7.47 2.32 -0.77
H 0.47 1.87 -6.01
H -1.08 -8.11 0.67
H -2.55 -5.37 -1.10
H -1.43 -1.33 -3.90
H -2.67 6.75 -1.13
H -2.91 4.44 1.32
H -2.88 -3.81 6.33
C -4.73 0.04 1.79
C -0.16 2.55 -6.58
H -5.04 3.80 -0.64
C 0.34 -5.47 0.35
H -4.23 -0.37 0.91
H -7.29 2.55 -1.82
C -4.79 3.07 0.13
C -2.70 5.22 -7.14
C 5.65 0.23 4.04
H 2.31 -6.45 -3.77
H -0.82 -3.44 5.10
C 2.56 3.82 -9.10
H -5.20 -7.28 0.49
H -3.00 2.26 -0.82
H 0.03 -1.43 -4.74
H -3.76 3.55 -6.09
C 11.21 1.20 4.37
H -3.12 2.55 -4.02
C -3.28 2.70 0.14
H -6.33 -1.01 -1.09
S -0.87 -1.89 -0.37
H -2.37 4.64 -0.29
H -5.90 -5.87 1.19
H -2.82 3.05 -7.46
C -1.12 -7.68 1.67
H -3.21 -10.09 2.97
H 7.09 -0.40 2.57
H -5.50 -2.53 -3.05
H 9.77 2.57 -0.11
C 9.98 0.26 4.52
H 11.16 2.08 5.02
H -1.68 5.31 -7.52
H 9.63 2.69 6.06
H 0.97 2.41 -9.07
C 7.87 3.35 0.60
C 8.66 2.02 2.59
P -5.88 1.66 -0.25
C 1.64 2.86 -8.33
C -2.21 -9.69 2.85
C -4.58 -5.43 -0.52
C -9.93 2.08 -1.29
H -1.00 2.84 1.84
H 2.88 0.66 3.29
H 5.59 0.31 5.12
C -2.06 7.17 -1.93
F -1.96 -2.97 -0.81
H 9.30 4.81 8.78
H -0.93 2.30 -2.69
H 0.21 0.22 -2.70
H -0.48 2.96 0.20
H -4.94 1.36 -2.44
H -0.45 -9.43 4.05
C -6.14 -0.90 3.75
C -1.41 1.49 -3.25
C -8.68 1.34 -0.73
H -1.36 -10.97 4.39
H -0.15 -7.99 2.08
H -0.38 5.39 -5.15
H 6.78 1.78 1.56
H 0.44 -5.65 3.43
H 11.31 1.59 3.36
C 9.40 4.76 7.70
C 4.55 -0.72 3.51
C 8.72 2.55 -0.38
H 5.45 1.21 3.61
H 0.26 4.37 -7.79
H -3.69 7.80 -8.07
C -5.09 0.68 -1.60
H 8.12 3.06 7.82
H -3.19 -8.20 1.79
C -0.99 -4.45 5.48
H 8.89 4.01 5.03
H -2.29 4.49 -2.96
H -2.80 7.61 -2.60
H -3.13 1.91 0.88
H -0.26 6.75 -3.02
H 7.31 -1.23 4.06
H -11.88 2.62 -0.41
H 0.43 -7.33 -0.83
H 7.39 4.51 7.03
C -2.32 -8.20 2.46
H -8.48 0.53 -1.43
C 7.05 -0.25 3.65
H -4.15 0.30 -1.19
C 8.27 3.88 7.12
H 1.35 4.05 -6.47
C -2.84 3.77 -6.63
C -2.42 3.90 0.51
H -4.87 -2.00 2.43
H -0.14 -4.11 2.91
H -0.08 -4.88 5.90
H -1.68 -10.20 2.05

Atom charges from the Mulliken analysis, given in e for atoms 1 to 8:
1. C -1.34
2. C -0.61
3. H 0.31
4. C -0.62
5. H 0.19
6. S 0.58
7. H 0.35
8. H 0.49